ORCA calculation (wB97M-V/def2-TZVPD) on C18H13FeN14O4S as an isolated structure at a distorted geometry.

Output
2S+1: 6
LUMO level (alpha / beta) in eV: -0.5287 / -3.5386
Highest occupied orbital energy (alpha / beta) in eV: -9.15 / -9.14
<S²>: 8.78
DFT total energy in Eh: -3423.26475
Maximum force in eV/Å: 1.785

Cartesian coordinates (Å):
Fe1 -0.364 -0.158 -0.138
S1 0.173 -2.872 -4.342
O1 0.614 -6.039 0.491
O2 -1.212 -4.255 0.799
O3 -1.399 -2.098 0.295
O4 2.743 -5.951 -0.152
N1 0.414 1.800 -3.956
N2 -3.341 0.275 2.691
N3 -3.621 0.256 -3.032
N4 -4.371 0.218 -1.964
N5 0.189 -1.415 -2.254
N6 -2.232 0.510 3.333
N7 0.568 1.336 -1.784
N8 1.331 -1.735 0.519
N9 -1.252 0.726 2.522
N10 -3.884 0.165 0.366
N11 -2.368 0.246 -2.729
N12 -1.703 0.650 1.280
N13 -2.243 0.219 -1.408
N14 2.904 -3.231 0.261
C1 0.448 -0.574 -3.297
C2 2.626 -1.915 0.355
C3 1.728 -5.410 0.226
C4 0.522 0.835 -3.006
C5 0.753 -2.976 0.541
C6 1.731 -3.931 0.382
C7 0.324 3.000 -3.306
C8 0.093 4.287 -3.765
C9 0.012 -2.626 -2.645
C10 0.491 -1.201 -4.515
C11 -0.745 -3.135 0.572
C12 0.441 2.695 -1.932
C13 3.640 -0.835 0.265
C14 0.151 4.991 -1.446
C15 0.000 5.275 -2.807
C16 0.373 3.712 -0.984
C17 -3.512 0.190 -0.942
C18 -3.024 0.340 1.397
H1 4.225 -0.947 -0.649
H2 -4.846 -0.066 0.580
H3 -0.220 -3.437 -1.985
H4 0.463 3.494 0.068
H5 0.285 1.662 -4.944
H6 0.695 -0.793 -5.483
H7 -0.026 4.491 -4.818
H8 3.793 -3.685 0.105
H9 -0.203 6.289 -3.112
H10 4.317 -0.871 1.120
H11 3.136 0.129 0.256
H12 -0.163 -5.418 0.720
H13 0.077 5.804 -0.742